1.
DFT (ωB97M-V with the def2-TZVPD basis set) results for a structure of composition C28H49B2F17NO26S4Zr2 in a non-equilibrium geometry.

Values from the calculation:
- Calculated total energy: -177952.7288 eV
- Highest occupied orbital energy: -10.44 eV
- Frontier orbital gap: 2.62 eV
- Max |F|: 8.0 eV/Å

Geometry as ORCA input:
```
! RIJCOSX wB97M-V def2-TZVPD def2/J DEFGRID3
* xyz 1 1
H -7.32 -2.41 0.16
C 7.44 -6.08 -4.38
O 7.74 -6.99 -2.11
C 5.85 10.20 -1.85
H 8.08 -7.19 1.14
H 12.20 -0.35 5.40
H -1.40 -8.78 4.01
H 5.16 11.04 -1.92
H 9.66 -0.53 4.47
Zr -1.92 -7.53 -3.38
C 5.32 8.94 -2.54
H -0.47 5.98 -7.76
C 7.42 -7.37 -0.81
F 2.03 -2.44 0.71
F 8.06 1.95 0.54
C -0.54 -8.14 3.86
C -1.26 6.14 -7.04
C -8.32 0.41 -6.23
C -6.87 0.38 -6.85
C 10.47 0.10 4.10
H 6.13 10.03 -0.81
O -1.35 8.88 -4.66
H -0.90 1.47 5.55
O -13.49 3.21 4.58
H 4.70 -5.02 6.39
C -6.88 -3.14 0.83
O -5.40 -4.59 -0.81
H -8.61 -0.57 -5.85
H -1.96 8.02 -7.97
H -1.39 -6.70 -6.70
O -0.26 0.26 -1.60
F 7.31 -4.74 -4.28
O 6.49 8.31 -3.01
H 4.67 9.27 -3.35
S 0.35 0.40 -0.33
C 0.23 -8.83 2.66
H -1.40 2.48 6.85
C -9.89 4.12 2.37
O 5.63 -6.71 -3.00
H 0.08 -8.29 4.75
H -7.76 -3.32 1.46
O 7.59 9.63 -4.84
H -1.69 -5.09 -6.15
H 4.13 -6.28 8.57
O 0.55 -2.83 -1.11
F 8.70 -6.45 -4.52
H 11.05 0.88 6.10
F -11.95 2.56 -7.62
O 3.21 -2.46 6.66
O 1.47 1.32 -0.12
H -8.24 1.04 -5.34
F -10.88 1.40 -9.09
C -10.79 2.46 -8.26
F -14.32 6.15 2.78
H 10.96 -0.45 3.30
C -2.40 7.19 -7.41
F 4.02 -0.79 8.75
H 6.06 -5.15 7.52
H 7.43 -8.46 -0.73
O 10.02 1.33 3.45
H -10.94 3.81 4.27
H -1.68 5.25 -6.57
H -9.14 3.34 2.51
C -6.60 -4.48 -0.08
C -14.70 5.04 3.46
H -0.60 -5.35 -7.53
H 6.40 -7.07 -0.56
C 4.37 -2.32 7.16
F -15.58 4.38 2.78
O 8.20 0.25 2.55
N 0.22 -0.87 0.70
H -9.55 5.07 2.80
O -2.94 7.72 -6.20
F 8.08 3.34 2.21
O -5.96 -2.68 1.82
F 9.89 2.95 1.11
F -0.72 1.16 0.54
F 6.68 -6.61 -5.36
C 8.77 2.41 1.58
H -6.23 -0.42 -6.47
O -0.36 -8.74 1.37
O -8.90 3.06 -6.72
H 1.17 -8.29 2.67
H -9.93 4.22 1.29
H -0.11 -5.87 -5.88
O -0.79 -6.74 4.03
H -6.70 -5.43 0.46
O -0.61 6.89 -6.05
H -3.12 6.72 -8.08
H -6.36 1.30 -6.56
O 5.28 -3.28 7.48
C 8.98 1.17 2.57
H -11.27 2.59 3.09
O -12.36 4.43 2.99
S -1.74 7.52 -5.05
H -1.07 0.70 7.15
H 0.55 -9.83 2.97
O 2.39 -1.11 -1.13
Zr -1.93 -1.76 4.48
H -7.41 -4.62 -0.80
C -13.45 4.16 3.75
H 12.05 1.34 4.81
F -15.23 5.45 4.59
C 4.75 -0.89 7.63
O -9.44 0.83 -7.03
H -2.47 1.22 6.26
C 6.85 -6.65 -3.08
C 4.11 -5.20 8.46
B -1.44 1.47 6.48
H 7.82 -5.72 0.28
H 9.25 -6.37 -0.16
F 4.27 0.07 6.84
C 5.09 -4.68 7.35
H -6.90 0.31 -7.93
C -9.61 2.17 -7.30
O -2.18 6.61 -4.04
F 6.03 -0.66 7.88
H 3.04 -5.05 8.30
H 4.52 -4.80 9.39
C -11.13 3.67 3.20
B -0.93 -5.73 -6.57
S 7.69 9.35 -3.43
O 8.86 8.88 -2.71
O 7.03 10.58 -2.56
C 8.27 -6.71 0.18
C 11.52 0.48 5.20
S 1.24 -1.72 -0.46
F -10.54 3.59 -8.85
H 4.69 8.32 -1.91
*
```

Mulliken atomic charge list, values in e, 8 entries: atom 1 (H): 0.288, atom 2 (C): 0.904, atom 3 (O): -0.255, atom 4 (C): -0.273, atom 5 (H): 0.332, atom 6 (H): 0.345, atom 7 (H): 0.285, atom 8 (H): 0.277

2.
DFT (ωB97M-V with the def2-TZVPD basis set) results for a structure of composition C41H54BN10S4V in a non-equilibrium geometry.

Values from the calculation:
- Calculated total energy: -128004.9678 eV
- ⟨S²⟩: 2.033
- Relative energy (zero: lowest compared OMol25 entry of this formula, charge and spin): 1.189 eV
- Highest occupied orbital energy (spin up / spin down): -6.72 / -6.77 eV
- Frontier orbital gap (spin up / spin down): 6.45 / 6.30 eV
- Max |F|: 2.7 eV/Å

Geometry as ORCA input:
```
! RIJCOSX wB97M-V def2-TZVPD def2/J DEFGRID3
* xyz 0 3
C -3.07 3.66 2.21
H -2.92 4.69 1.87
N -1.55 -2.48 1.08
C 5.21 1.91 -1.63
H -2.11 -3.89 -4.90
H -5.77 3.33 1.46
H 4.33 3.14 5.00
H -1.34 4.30 -2.54
N 2.87 2.51 -2.04
H -2.06 -3.46 -1.15
H 4.69 4.34 -2.90
H -3.14 0.94 2.15
H 4.87 0.90 -1.41
H -0.97 2.27 -3.90
H -4.90 -5.10 1.28
H 3.27 -0.07 2.40
H -3.38 -4.97 0.39
C 3.96 3.04 0.21
H -5.42 2.85 -0.21
H 1.95 3.51 5.52
N -1.19 -1.96 -3.16
H -0.38 -3.62 -5.11
C 1.23 1.96 4.19
H -2.09 1.32 4.42
C 3.93 1.50 3.64
H -3.75 -2.48 0.16
N 0.87 1.99 -2.71
H -0.61 -4.78 1.80
H -2.05 -5.03 -1.99
C -0.73 0.38 3.02
H 1.07 -5.02 2.18
C 3.16 -3.57 0.84
S -1.97 0.11 -0.12
H -3.13 -3.74 -2.53
C 1.63 2.18 -1.61
H 3.77 2.70 -4.01
H 1.25 2.06 -4.83
C -0.37 -0.95 -2.80
C -2.22 -0.10 -3.69
C 3.36 -0.92 0.28
C 0.31 -3.86 -2.44
C -5.04 3.40 0.65
C 4.49 -1.69 0.20
C -2.14 -3.95 -2.12
S -1.37 -3.11 3.75
H 3.72 5.05 -1.59
C 0.68 -3.21 1.14
H 3.04 -4.63 1.06
C 2.89 2.49 -3.43
H -1.54 -0.22 2.62
C -1.03 -3.45 -3.04
H -3.87 -3.30 3.00
N -1.47 2.31 -1.73
B -0.64 1.69 -2.88
N 2.16 -1.43 0.63
H -0.97 -5.13 -4.39
C 3.57 2.54 4.53
H 0.53 -5.23 0.50
H 5.43 -1.25 -0.08
H 0.32 -4.95 -2.44
C 1.58 0.99 3.22
S 1.11 1.98 0.03
H -3.72 3.69 3.09
C -1.75 3.66 -1.77
C -2.55 3.95 -0.74
N -3.49 -2.90 2.16
H 4.91 3.42 0.59
C -1.07 1.28 4.06
C 4.39 -3.04 0.50
C -2.12 -2.83 2.23
C 0.55 0.24 2.52
H 5.26 -3.68 0.46
H 1.16 -3.50 -3.02
N -1.01 0.20 -3.10
C -0.12 2.10 4.59
H -4.92 -4.62 -0.42
C 4.51 4.32 -1.82
C -4.24 -3.06 0.93
C -4.01 1.41 1.71
C 2.05 -2.74 0.88
H 3.75 2.09 0.69
N -2.77 2.77 -0.04
C 2.96 0.76 3.02
C 4.12 2.94 -1.31
H -2.91 0.67 -4.00
H 3.36 0.14 0.06
N -0.20 -2.27 1.01
H -0.37 2.83 5.36
H 4.98 1.27 3.48
H -5.23 -2.63 1.08
H 6.09 2.12 -1.02
H -4.42 0.73 0.97
S 1.13 -1.04 -1.95
H 0.43 -3.50 -1.42
H 5.43 4.64 -1.33
C -4.37 -4.52 0.52
H 5.51 1.95 -2.68
C 0.39 -4.64 1.42
C -1.13 -4.05 -4.45
C -3.71 2.79 1.13
H 3.16 3.73 0.49
V 0.40 -0.45 0.59
C -2.08 1.76 -0.66
H -2.96 4.89 -0.42
C 2.25 2.75 4.80
H -4.94 4.45 0.38
C 1.65 2.17 -3.84
H -2.10 3.25 2.51
H -4.76 1.56 2.50
C -2.34 -1.43 -3.73
H -3.15 -2.05 -4.08
*
```

Mulliken atomic charge list, values in e, 8 entries: atom 1 (C): -1.530, atom 2 (H): 0.378, atom 3 (N): 0.127, atom 4 (C): -1.358, atom 5 (H): 0.390, atom 6 (H): 0.459, atom 7 (H): 0.414, atom 8 (H): 0.644

3.
DFT (ωB97M-V with the def2-TZVPD basis set) results for a structure of composition C2H5NOS in a non-equilibrium geometry.

Values from the calculation:
- Calculated total energy: -16524.7618 eV
- Relative energy (zero: lowest compared OMol25 entry of this formula, charge and spin): 3.620 eV
- Highest occupied orbital energy: -9.02 eV
- Frontier orbital gap: 9.50 eV
- Max |F|: 8.4 eV/Å

Geometry as ORCA input:
```
! RIJCOSX wB97M-V def2-TZVPD def2/J DEFGRID3
* xyz 0 1
H -1.46 0.01 -1.93
N 0.55 -0.38 2.02
H 0.32 -0.42 -1.92
O 0.41 -1.19 0.11
H -0.11 1.57 -2.50
S -0.31 1.32 -0.16
C 0.37 -0.18 0.73
H 0.44 -1.56 2.40
H 0.25 0.27 2.87
C -0.46 0.55 -1.61
*
```

natural (NBO) atomic charge list, values in e, 8 entries: atom 1 (H): 0.238, atom 2 (N): -0.843, atom 3 (H): 0.302, atom 4 (O): -0.620, atom 5 (H): 0.225, atom 6 (S): 0.229, atom 7 (C): 0.522, atom 8 (H): 0.424

4.
DFT (ωB97M-V with the def2-TZVPD basis set) results for the ion C2H2NO2S with charge -1 in a non-equilibrium geometry.

Values from the calculation:
- Calculated total energy: -18524.7092 eV
- Relative energy (zero: lowest compared OMol25 entry of this formula, charge and spin): 3.720 eV
- Highest occupied orbital energy (spin up / spin down): -3.10 / -3.10 eV
- Frontier orbital gap (spin up / spin down): 7.10 / 7.10 eV
- Max |F|: 7.8 eV/Å
- Structure (SMILES): C=NC#S(=O)[O-]

Geometry as ORCA input:
```
! RIJCOSX wB97M-V def2-TZVPD def2/J DEFGRID3
* xyz -1 1
N -1.29 -0.11 -0.35
S -3.98 0.07 0.35
H 0.40 0.96 -0.37
O -4.89 -1.09 0.07
C 0.03 0.12 -0.06
H 0.65 -0.79 0.11
O -4.45 1.34 -0.25
C -2.44 -0.39 -0.68
*
```

Population analysis type natural (NBO), resulting atomic charges in e: atom 1 (N): -0.314, atom 2 (S): 1.490, atom 3 (H): 0.164, atom 4 (O): -1.014, atom 5 (C): -0.477, atom 6 (H): 0.177, atom 7 (O): -1.000, atom 8 (C): -0.026

5.
DFT (ωB97M-V with the def2-TZVPD basis set) results for a structure of composition C28H84AsF6N8O10 in a non-equilibrium geometry.

Values from the calculation:
- Calculated total energy: -139883.8288 eV
- Relative energy (zero: lowest compared OMol25 entry of this formula, charge and spin): 6.631 eV
- Highest occupied orbital energy: -17.29 eV
- Frontier orbital gap: 6.65 eV
- Max |F|: 4.0 eV/Å

Geometry as ORCA input:
```
! RIJCOSX wB97M-V def2-TZVPD def2/J DEFGRID3
* xyz 5 1
C 1.50 23.78 5.87
F 1.74 25.70 11.46
C 6.32 23.14 12.74
H 6.85 24.05 13.03
O 1.47 25.77 15.94
O 3.85 27.22 7.55
H 4.41 26.88 9.61
H 4.76 21.61 9.10
C 4.41 20.97 9.91
C -2.85 24.20 13.83
N 5.29 26.53 15.84
F 1.84 23.02 11.24
H -1.80 22.57 16.77
H 9.08 20.53 13.90
H -0.54 24.03 9.43
H 0.88 29.24 5.43
H 4.03 28.49 5.27
H 8.67 20.92 16.32
C 2.90 20.70 9.70
H 1.96 20.98 17.78
N 2.01 24.72 16.28
H 8.35 22.46 11.50
H 10.88 20.45 11.28
H 2.37 20.98 11.68
H 8.51 19.31 11.32
H 0.24 24.47 4.38
H 3.37 24.34 4.79
H -1.02 22.46 8.79
O -0.37 23.53 7.33
H 2.29 21.56 9.43
H 3.17 18.83 8.55
H 4.79 21.54 15.58
O 6.53 21.01 16.65
C 0.25 19.90 7.70
H 4.63 27.05 13.13
H 4.86 19.98 9.93
H 1.87 22.86 6.33
F 2.97 25.45 13.63
H 5.51 28.28 13.76
C 0.66 24.43 6.94
H 2.26 25.55 5.02
C -0.30 23.27 8.69
C 7.64 26.36 14.81
F 3.88 24.50 11.42
C 8.40 22.04 12.50
H 11.11 21.60 12.50
N -1.41 22.07 14.10
F 0.72 24.13 13.29
H 5.78 26.25 16.68
C -2.52 22.98 14.70
H -2.22 25.07 14.00
C 2.92 20.95 18.29
H 9.85 24.70 16.90
C 3.16 28.34 7.98
N 2.35 20.21 11.04
H -1.90 25.32 11.28
C 4.16 26.44 8.65
H 7.98 27.39 14.94
H 8.04 19.81 17.54
H 1.26 23.25 3.77
H 0.65 28.12 6.78
H -3.67 25.58 11.72
H 6.27 27.33 12.64
H 8.47 18.63 12.71
H 3.24 22.08 15.63
O 7.02 21.98 13.02
H 5.21 27.53 15.96
C -2.86 24.87 11.56
H 4.42 26.01 15.76
H 1.28 24.84 7.73
H 3.51 20.50 15.70
H 10.11 26.08 16.04
H 2.68 20.12 7.55
As 2.35 24.27 12.41
H 5.40 23.11 13.32
C 2.60 29.14 6.75
H 8.21 25.92 13.99
H 4.62 21.46 10.85
O 3.24 24.58 16.33
C 4.13 21.46 17.49
C -2.22 23.33 16.12
H -3.07 23.69 16.70
H 4.95 25.81 8.25
F 3.16 22.99 13.31
N 0.71 23.60 4.55
H 3.31 25.81 8.89
H -0.75 19.47 7.63
H 4.14 22.55 17.57
H 2.18 30.04 7.19
H 5.42 19.74 18.02
H 3.39 29.91 4.96
H 7.28 19.63 12.38
H -3.08 24.23 10.71
H 3.69 28.95 8.71
C 2.67 24.69 5.55
O 7.99 25.54 15.89
H 0.03 22.92 4.85
H 0.08 25.29 6.62
H 3.14 19.97 18.72
N 3.72 29.34 5.72
N 8.28 19.52 12.28
H 0.24 20.99 7.73
H 5.77 25.32 14.38
H 1.45 19.77 10.89
O 1.13 19.34 8.63
C 5.63 27.23 13.51
H -1.71 21.66 13.23
H 4.52 29.76 6.16
H 9.71 24.74 15.10
H 0.66 22.78 8.86
H 2.91 19.52 11.52
C 6.12 26.34 14.57
O -2.87 23.81 12.51
H -3.35 22.29 14.59
C 2.56 19.73 8.56
C 10.63 20.64 12.33
H -1.45 24.10 16.13
H 0.51 19.60 6.69
H 1.70 27.66 5.50
H 6.09 23.36 11.70
H 8.90 22.72 13.19
H 3.17 25.22 6.36
O 1.36 23.79 16.70
H 2.93 21.68 19.10
H 5.90 21.26 18.50
H -3.81 24.54 14.23
C 9.11 20.72 12.82
H 11.10 19.79 12.84
C 9.44 25.23 16.04
C 5.49 20.75 17.62
N 3.88 21.39 16.00
H -1.02 21.45 14.80
C 1.39 28.52 6.08
H 8.17 21.50 17.90
H -0.68 22.70 13.81
H 2.34 27.89 8.55
C 7.92 20.80 17.10
*
```

Mulliken atomic charge list, values in e, 8 entries: atom 1 (C): 0.592, atom 2 (F): -0.468, atom 3 (C): -0.120, atom 4 (H): 0.086, atom 5 (O): -0.681, atom 6 (O): -0.399, atom 7 (H): 0.466, atom 8 (H): 0.423

6.
DFT (ωB97M-V with the def2-TZVPD basis set) results for a structure of composition C32H44BBeF4N4O4 in a non-equilibrium geometry.

Values from the calculation:
- Calculated total energy: -59993.0907 eV
- Relative energy (zero: lowest compared OMol25 entry of this formula, charge and spin): 1.350 eV
- Highest occupied orbital energy: -10.87 eV
- Frontier orbital gap: 6.26 eV
- Max |F|: 2.7 eV/Å

Geometry as ORCA input:
```
! RIJCOSX wB97M-V def2-TZVPD def2/J DEFGRID3
* xyz 1 1
C -3.29 2.50 2.53
O -3.94 4.26 -3.28
C 1.46 -2.44 -3.54
C -3.49 3.65 0.47
C 0.51 2.62 3.69
C -1.52 -1.01 3.74
C 2.30 3.96 2.41
H 2.22 -7.16 0.00
B -0.26 0.11 -0.49
H 2.60 4.01 1.37
O -2.19 -4.98 -1.84
H 2.37 1.78 -1.57
F 0.71 0.66 -1.33
H -5.87 4.70 2.33
H 1.94 -3.29 -4.03
H 4.06 -0.40 -2.64
C -2.80 2.21 -3.38
H 5.16 0.50 1.16
C -1.09 -1.19 5.04
H -2.18 -3.01 -3.45
H 2.66 0.23 -3.48
H -4.85 -3.89 -1.24
H -1.90 -2.06 -2.19
H -5.59 2.74 -4.61
H 0.63 -2.78 -2.92
H -1.85 -1.21 5.81
H 0.55 1.70 4.26
C 1.63 2.64 2.67
C -0.57 -1.01 2.71
C 1.00 -4.03 0.03
H -4.71 3.30 4.03
H 1.01 -1.72 -4.23
H 3.67 -1.06 -4.27
C 3.37 1.83 -1.17
H 6.85 2.02 0.22
C 2.17 -6.09 0.17
H -2.56 -1.17 3.53
C 5.54 2.77 -1.30
H -3.14 3.83 -0.53
H -3.76 -4.77 -0.03
F 0.13 -1.21 -0.29
C -4.63 2.94 -5.08
C 1.16 -1.02 4.26
C -3.92 -3.90 -0.66
H -3.53 -2.10 -2.76
F 0.01 0.86 0.69
H -0.84 -1.25 1.69
H -4.63 3.87 -5.65
C 4.30 2.60 -1.89
C -4.35 3.32 3.02
H 3.06 4.24 3.13
O 2.06 1.57 2.28
H -0.42 2.85 3.18
H 3.98 -6.03 1.32
O 2.43 -1.80 -1.44
H 0.13 -3.41 -0.15
C -2.69 -2.75 -2.51
Be 2.21 -0.72 0.88
H 0.21 -5.81 -0.76
H 3.81 -3.65 1.70
N 2.00 -3.38 0.67
H 0.71 -1.29 6.28
C 1.08 -5.35 -0.31
C 3.03 -4.11 1.12
H 0.74 3.35 4.48
C 3.12 -5.48 0.98
C -3.79 3.21 -3.86
H -4.41 2.04 -5.65
H -2.18 2.40 -2.51
C -4.93 4.21 2.14
H -2.05 2.05 0.85
C -2.87 2.64 1.21
N -4.52 4.39 0.85
C 0.28 -1.20 5.29
N 3.63 1.05 -0.13
H -2.85 1.80 3.23
F -1.52 0.14 -1.06
H 6.36 3.38 -1.66
C -2.82 -3.95 -1.64
C 4.89 1.17 0.35
C 2.41 -1.72 -2.66
C 3.27 -0.67 -3.33
H -3.83 -2.95 -0.12
H 4.04 3.18 -2.75
H -3.27 1.27 -3.07
H 1.47 4.66 2.56
H 2.21 -1.16 4.48
C 5.84 2.05 -0.17
N 0.73 -0.96 2.96
H -2.12 1.85 -4.16
*
```

Mulliken atomic charge list, values in e, 8 entries: atom 1 (C): -0.060, atom 2 (O): -0.539, atom 3 (C): -0.943, atom 4 (C): -0.557, atom 5 (C): -1.008, atom 6 (C): -1.306, atom 7 (C): -1.287, atom 8 (H): 0.414

7.
DFT (ωB97M-V with the def2-TZVPD basis set) results for the molecule C3H5NO in a non-equilibrium geometry.

Values from the calculation:
- Calculated total energy: -6728.1310 eV
- Relative energy (zero: lowest compared OMol25 entry of this formula, charge and spin): 1.442 eV
- Highest occupied orbital energy: -10.75 eV
- Frontier orbital gap: 11.57 eV
- Max |F|: 1.3 eV/Å
- Structure (SMILES): COCC#N

Geometry as ORCA input:
```
! RIJCOSX wB97M-V def2-TZVPD def2/J DEFGRID3
* xyz 0 1
C 0.47 -0.77 -0.80
H 0.35 -1.73 -1.30
C 1.09 -0.88 0.54
O -0.81 -0.22 -0.60
H 1.11 -0.12 -1.42
H -0.26 1.72 -0.08
H -1.90 1.14 0.40
H -0.46 0.60 1.31
N 1.25 -0.60 1.65
C -0.85 0.87 0.31
*
```

natural (NBO) atomic charge list, values in e, 8 entries: atom 1 (C): -0.158, atom 2 (H): 0.231, atom 3 (C): 0.248, atom 4 (O): -0.507, atom 5 (H): 0.205, atom 6 (H): 0.168, atom 7 (H): 0.201, atom 8 (H): 0.201

What did the seventh record say?
DFT (ωB97M-V with the def2-TZVPD basis set) results for the molecule C3H5NO in a non-equilibrium geometry.

Values from the calculation:
- Calculated total energy: -6728.1310 eV
- Relative energy (zero: lowest compared OMol25 entry of this formula, charge and spin): 1.442 eV
- Highest occupied orbital energy: -10.75 eV
- Frontier orbital gap: 11.57 eV
- Max |F|: 1.3 eV/Å
- Structure (SMILES): COCC#N

Geometry as ORCA input:
```
! RIJCOSX wB97M-V def2-TZVPD def2/J DEFGRID3
* xyz 0 1
C 0.47 -0.77 -0.80
H 0.35 -1.73 -1.30
C 1.09 -0.88 0.54
O -0.81 -0.22 -0.60
H 1.11 -0.12 -1.42
H -0.26 1.72 -0.08
H -1.90 1.14 0.40
H -0.46 0.60 1.31
N 1.25 -0.60 1.65
C -0.85 0.87 0.31
*
```

natural (NBO) atomic charge list, values in e, 8 entries: atom 1 (C): -0.158, atom 2 (H): 0.231, atom 3 (C): 0.248, atom 4 (O): -0.507, atom 5 (H): 0.205, atom 6 (H): 0.168, atom 7 (H): 0.201, atom 8 (H): 0.201

- Which of these has the lowest max |F|?
  C3H5NO